Entry 1:
Here is a cluster of 2 separate species, C5H14NO2 in total from the Open Molecules 2025 dataset. Energies are from ωB97M-V/def2-TZVPD.

Computed properties:
HOMO-LUMO gap	0.23255	Ha
E	-10996.69139	eV
molecular weight	120.17	g mol⁻¹
total charge	-1

Last column: Mulliken charge in e.
Element x y z (Å)
1 C -2.335 -1.380 -0.739  -1.32
2 C -1.829 -0.200 0.077  -0.55
3 N -0.383 0.027 -0.027  0.43
4 C -0.037 0.381 -1.414  -1.23
5 C 0.043 1.040 0.938  -0.70
6 C 1.577 1.254 1.026  -0.52
7 O 2.133 1.707 -0.090  -0.88
8 H -3.389 -1.490 -0.459  0.41
9 H -2.275 -1.310 -1.815  0.37
10 H -1.854 -2.277 -0.348  0.24
11 H -2.000 -0.481 1.117  0.29
12 H -2.360 0.742 -0.119  0.44
13 H -0.357 -0.428 -2.069  0.33
14 H -0.653 1.247 -1.686  0.36
15 H 1.027 0.596 -1.430  0.37
16 H -0.396 0.746 1.890  0.33
17 H -0.292 2.054 0.671  0.30
18 H 1.689 1.931 1.922  0.28
19 H 2.049 0.309 1.420  0.08
20 H 0.465 -1.494 0.164  0.41
21 H 1.806 -2.182 0.560  0.32
22 O 0.910 -2.387 0.282  -0.77

=====

Entry 2:
Here is a cluster of 2 separate species, C5H14NO2 in total from the Open Molecules 2025 dataset. Energies are from ωB97M-V/def2-TZVPD.

Computed properties:
HOMO-LUMO gap	0.25667	Ha
E	-10996.68082	eV
molecular weight	120.17	g mol⁻¹
total charge	-1

Last column: Mulliken charge in e.
Element x y z (Å)
1 C 1.079 -0.925 -2.318  -0.84
2 N 0.966 -0.878 -0.863  -0.31
3 C -1.203 2.235 -0.336  -1.23
4 C -0.917 0.791 -0.700  -0.05
5 C 0.551 0.486 -0.431  -0.37
6 C 0.846 0.683 1.193  -0.57
7 O 0.015 0.095 2.092  -0.85
8 H 0.161 -0.468 -2.810  0.23
9 H 1.248 -1.994 -2.580  0.33
10 H 1.893 -0.275 -2.608  0.28
11 H 0.264 -1.523 -0.556  0.17
12 H -2.287 2.370 -0.192  0.31
13 H -0.680 2.574 0.546  0.33
14 H -0.962 2.967 -1.126  0.29
15 H -1.472 0.056 -0.099  0.25
16 H -1.146 0.602 -1.768  0.33
17 H 1.277 1.115 -0.975  0.29
18 H 1.876 0.285 1.381  0.34
19 H 0.680 1.760 1.318  0.21
20 H -0.467 -2.566 0.872  0.28
21 H -0.722 -1.244 1.764  0.32
22 O -1.072 -2.216 1.516  -0.74

=====

Entry 3:
Here is a cluster of 2 separate species, C5H14NO2 in total from the Open Molecules 2025 dataset. Energies are from ωB97M-V/def2-TZVPD.

Computed properties:
HOMO-LUMO gap	0.26486	Ha
E	-10997.28136	eV
molecular weight	120.17	g mol⁻¹
total charge	-1

Last column: Mulliken charge in e.
Element x y z (Å)
1 C 0.400 -0.232 -0.600  -0.61
2 C -0.609 -0.396 -1.750  0.71
3 C 0.069 -0.244 -3.152  -1.28
4 C -1.733 0.673 -1.594  -1.53
5 N 0.417 -1.375 0.286  -0.57
6 C 0.956 -0.925 1.653  -0.48
7 O 0.045 -0.271 2.378  -0.90
8 H 1.412 -0.094 -1.011  0.27
9 H 0.189 0.708 -0.079  0.09
10 H -1.088 -1.363 -1.711  0.38
11 H 1.130 -0.059 -3.006  0.37
12 H -0.353 0.626 -3.663  0.30
13 H -0.126 -1.078 -3.837  0.25
14 H -1.917 0.902 -0.545  0.40
15 H -1.420 1.612 -2.065  0.39
16 H -2.641 0.304 -2.085  0.37
17 H -0.561 -1.483 0.556  0.27
18 H 1.328 -1.868 2.088  0.28
19 H 1.850 -0.322 1.380  0.30
20 H 0.363 1.279 2.343  0.49
21 H 0.342 2.367 3.425  0.26
22 O 0.500 2.284 2.473  -0.76